Molecular formula: C78H112N14O14Pb
Method: DFT, ωB97M-V/def2-TZVPD

Geometry as XYZ:
```
219
Properties=species:S:1:pos:R:3:forces:R:3
Pb 13.0496 0.3474 23.5139 -0.33 -0.54 -0.22
N 15.4636 3.1523 23.7958 0.41 3.13 -2.97
O 16.6040 3.4188 24.0907 3.03 -0.11 1.96
O 14.8161 4.0759 23.2587 -1.75 0.53 0.35
O 15.0707 2.0218 23.7893 -1.32 -3.42 0.71
N 9.9220 0.2425 22.8186 1.57 -0.53 -0.10
O 10.4877 -0.7710 22.4977 0.77 -2.71 -1.18
O 8.9250 0.6305 22.2649 -2.31 1.27 -0.57
O 10.4857 0.8776 23.7238 -0.38 2.40 2.25
C 18.2896 -2.1583 29.1911 0.39 -1.61 0.77
C 16.9510 -3.0074 29.0157 2.73 2.52 -0.91
C 16.1800 -2.3115 27.8863 -1.13 -1.47 -0.51
C 15.2280 -3.2974 27.2316 -0.21 -0.09 -1.04
C 15.8991 -4.5233 26.6350 0.39 -0.36 0.53
C 16.5687 -5.4457 27.7532 -0.57 1.44 -2.31
N 17.4239 -4.4100 28.5451 4.50 -3.96 6.87
O 18.4260 -4.9308 29.3498 -6.33 3.32 -5.81
C 17.4714 -6.4094 27.0321 1.59 -1.12 0.56
C 15.5521 -6.1438 28.6923 0.85 0.02 0.28
C 16.1736 -3.1191 30.3084 -0.75 -0.84 0.16
H 18.9772 -2.6549 29.8757 -0.36 -0.03 0.54
H 18.1178 -1.1655 29.6070 -0.36 -0.04 -0.38
H 18.9374 -2.1688 28.3146 -0.59 0.43 -0.55
H 16.8231 -1.8994 27.1086 0.28 -0.04 0.21
H 15.4466 -1.5493 28.1492 0.79 0.45 1.01
H 14.7085 -2.7051 26.4783 -0.20 -0.28 -0.34
H 14.4564 -3.6121 27.9342 0.00 -0.02 0.15
H 16.6798 -4.3175 25.9026 0.47 0.72 0.30
H 15.2551 -5.0681 25.9448 -0.54 -0.56 0.76
H 18.2737 -5.9900 26.4250 -0.26 0.71 -0.02
H 16.9800 -7.1154 26.3626 -0.60 0.21 0.26
H 18.0383 -7.0146 27.7395 -0.22 -0.22 0.18
H 16.0724 -6.7616 29.4242 0.18 0.19 0.14
H 15.0202 -6.8776 28.0866 -0.19 0.31 -0.24
H 14.8837 -5.4668 29.2242 -0.03 -0.10 -0.25
H 16.0115 -2.1542 30.7888 0.28 0.16 -0.35
H 16.6121 -3.7794 31.0565 0.21 0.01 -0.18
H 15.1910 -3.5121 30.0473 -0.14 -0.01 0.32
C 9.3513 -0.8387 28.7805 -0.15 -0.17 0.72
C 8.1410 -0.6572 27.8428 0.01 0.21 -0.31
C 8.6960 -0.5645 26.4120 -1.35 -1.16 0.10
C 9.1261 -1.8950 25.8019 -0.73 0.51 -0.43
C 7.9208 -2.8907 25.7586 1.20 1.32 1.26
C 7.4150 -3.2204 27.1986 -0.97 -1.48 -1.68
N 7.2036 -1.8784 27.9760 -3.85 -0.60 7.05
O 6.3275 -1.8480 29.0843 5.76 -0.31 -7.86
C 8.4550 -4.1346 27.9094 0.54 1.30 0.69
C 6.0591 -3.9947 26.9911 -0.51 0.98 1.32
C 7.3497 0.6565 28.0884 0.05 -0.67 1.40
H 9.1325 -1.1249 29.8092 -0.41 0.06 -0.03
H 9.8114 0.1482 28.8281 0.08 -0.01 -0.09
H 10.0931 -1.5478 28.4130 -0.17 0.09 -0.28
H 9.4907 0.1810 26.3836 -0.06 0.03 -0.01
H 7.7911 -0.2237 25.9089 0.32 0.28 -0.83
H 10.0224 -2.2391 26.3179 -0.17 -0.32 -0.09
H 9.4319 -1.6399 24.7872 0.18 -0.31 -0.15
H 8.2336 -3.8157 25.2742 -0.26 -0.10 0.16
H 7.0722 -2.4686 25.2202 0.19 0.04 -0.29
H 8.5692 -5.1076 27.4316 -0.85 0.05 -0.02
H 8.2729 -4.2064 28.9817 -0.30 -0.39 -0.09
H 9.4516 -3.7023 27.8197 0.05 0.30 -0.02
H 5.6032 -4.2331 27.9520 0.05 -0.04 0.07
H 6.0783 -4.9307 26.4329 0.93 0.09 -0.01
H 5.3283 -3.3850 26.4598 0.11 0.28 0.01
H 7.4313 0.9392 29.1380 0.02 0.08 0.05
H 6.2761 0.5545 27.9304 0.08 -0.05 -0.40
H 7.7775 1.4597 27.4886 -0.06 -0.21 -0.10
C 3.7641 2.7613 24.3494 -0.58 -1.18 0.18
N 5.1585 2.9984 24.6422 3.01 -0.66 -0.93
C 5.5572 4.2108 25.0068 -0.08 0.40 1.66
C 6.8263 4.4143 25.5260 0.68 -0.39 -1.32
C 7.8014 3.4241 25.3062 -0.69 0.60 0.22
C 7.4601 2.2076 24.7178 -0.45 0.77 0.18
C 6.1319 2.0230 24.4487 -1.73 -0.04 0.51
C 9.1980 3.6764 25.6698 0.92 -0.22 -0.73
C 9.6141 3.7572 26.9778 1.27 -0.31 1.05
C 10.9765 3.9457 27.3110 -1.07 1.13 -1.47
N 11.8658 4.1373 26.3058 -1.29 -0.45 0.25
C 11.4814 3.9893 25.0048 0.29 -0.53 1.13
C 10.1646 3.7308 24.6586 1.38 0.01 0.29
C 13.2460 4.5233 26.5849 0.92 -0.22 -0.25
H 3.4190 3.3966 23.5337 -0.12 -0.02 0.23
H 3.2281 2.8846 25.2904 -0.35 0.28 -0.30
H 3.7084 1.7044 24.0887 -0.42 0.18 -0.25
H 4.7920 4.9698 25.0758 -0.11 0.13 -0.07
H 7.1078 5.3886 25.8974 -0.12 0.03 0.17
H 8.1933 1.4348 24.5401 0.02 0.00 -0.20
H 5.7453 1.0444 24.2057 -0.08 0.03 -0.40
H 8.9168 3.5584 27.7782 -0.06 0.36 0.17
H 11.2868 4.2005 28.3136 0.17 -0.45 0.10
H 12.3433 3.9724 24.3543 -0.18 0.08 -0.74
H 10.0430 3.4761 23.6161 -0.59 0.04 0.00
H 13.9194 4.0253 25.8873 -0.27 -0.10 -0.18
H 13.5694 4.1855 27.5695 -0.41 0.32 0.05
H 13.3534 5.5958 26.4228 -0.05 -0.01 0.38
C 18.0011 -0.5546 24.4958 -0.28 -0.17 -0.80
N 18.0926 0.3281 25.6447 0.81 0.73 0.09
C 16.9245 0.8539 26.0730 0.92 1.12 1.36
C 16.9326 1.7412 27.1856 -0.02 -1.12 -0.31
C 18.1135 2.0053 27.8276 2.56 -1.53 -0.37
C 19.3456 1.4560 27.2801 -1.06 -0.33 -0.01
C 19.3352 0.5994 26.1583 -1.80 1.83 2.05
C 18.1485 2.7358 29.1367 -0.15 2.22 -0.60
C 18.7615 2.3416 30.2914 0.51 0.27 2.49
C 18.6782 3.1220 31.5147 -0.62 0.83 -2.44
N 18.1344 4.3775 31.4876 -1.18 -1.98 -1.87
C 17.6506 4.8972 30.2827 0.82 -2.42 0.42
C 17.6448 4.0606 29.1375 -0.29 1.02 1.29
C 18.0075 5.1308 32.7570 1.11 0.03 -0.30
H 17.5970 -1.4924 24.8769 -0.33 0.04 -0.68
H 18.9333 -0.7411 23.9627 0.32 0.16 0.63
H 17.3794 -0.0022 23.7912 -0.49 -0.84 0.09
H 16.0299 0.5704 25.5385 -0.15 -0.01 -0.05
H 16.0681 2.0940 27.7282 -0.66 -0.12 -0.80
H 20.2472 1.6718 27.8340 0.32 -0.05 -0.34
H 20.1981 0.1516 25.6879 -0.01 -0.02 0.08
H 19.3570 1.4419 30.3385 -0.20 -0.27 0.16
H 19.0300 2.7908 32.4806 0.17 -0.19 -0.07
H 17.2892 5.9134 30.3382 -0.02 0.00 -0.21
H 17.2581 4.4712 28.2165 -0.05 0.15 -0.01
H 17.9133 4.4599 33.6109 -0.07 -0.08 -0.25
H 17.1723 5.8307 32.7316 0.37 0.04 -0.14
H 19.0119 5.5542 32.7505 -0.32 0.94 0.93
C 15.2276 -4.7695 17.2038 0.71 -1.01 -1.33
N 15.6848 -3.5220 17.7802 1.55 0.91 0.14
C 16.9347 -3.0464 17.4849 -0.34 0.96 0.72
C 17.3773 -1.8299 18.0557 -0.53 -1.22 -0.05
C 16.5759 -1.1628 18.9890 0.33 -0.02 -0.31
C 15.3590 -1.7373 19.3371 -0.67 -0.67 -0.65
C 14.9275 -2.8963 18.6611 -0.26 1.58 0.61
C 17.0473 0.1675 19.5359 -1.14 -0.58 1.42
C 17.2937 1.2658 18.7192 0.33 -0.36 0.68
C 17.5735 2.4773 19.3345 0.33 -0.03 1.23
N 17.5855 2.6243 20.7050 -0.77 -1.78 -1.42
C 17.3367 1.5349 21.5132 0.84 1.97 -1.14
C 17.0789 0.3213 20.9462 -0.36 0.01 -0.46
C 17.8786 3.9684 21.2195 1.60 -0.31 -0.39
H 14.1499 -4.8094 17.0454 0.17 0.12 0.30
H 15.6317 -5.6056 17.7746 -0.42 0.04 0.31
H 15.7268 -4.8614 16.2392 -0.32 -0.01 -0.17
H 17.4871 -3.6675 16.7953 0.29 0.23 -0.04
H 18.3592 -1.4090 17.8976 0.13 -0.38 -0.62
H 14.6407 -1.2978 20.0134 0.06 0.36 0.18
H 13.9057 -3.2440 18.6977 0.01 -0.12 0.53
H 17.3059 1.0966 17.6526 0.01 0.56 -0.16
H 17.8858 3.3756 18.8227 -0.24 -0.05 -0.38
H 17.4638 1.7661 22.5605 -0.41 -0.18 0.17
H 16.8226 -0.4608 21.6454 -0.03 -0.43 -0.22
H 18.7511 4.2617 20.6356 -0.07 0.45 -0.04
H 18.2821 3.8749 22.2277 -0.84 0.32 0.14
H 17.0698 4.6695 21.0137 -0.02 -0.32 0.57
C 5.9507 3.7266 20.8063 -1.31 0.14 0.47
N 7.3108 4.1814 21.1006 -1.11 -0.24 0.03
C 7.4860 5.3931 21.6340 1.61 1.30 0.94
C 8.7776 5.8896 21.8496 -1.91 -0.69 0.26
C 9.8319 5.0781 21.4909 0.34 1.54 0.42
C 9.6129 3.8544 20.9614 -1.23 -2.92 -0.50
C 8.2979 3.3258 20.8726 1.95 1.56 -0.90
C 11.1779 5.6435 21.5857 1.64 1.25 0.34
C 12.0042 5.4546 20.4951 1.84 0.58 -0.19
C 13.2935 5.9847 20.4973 0.08 0.76 1.36
N 13.8156 6.6307 21.5855 -0.28 -0.07 -0.15
C 13.0532 6.8753 22.6825 -2.20 -1.44 -1.26
C 11.6909 6.4692 22.6502 0.92 -1.23 -0.56
C 15.2501 7.1397 21.5774 -1.63 -0.23 0.55
H 5.5114 3.4392 21.7616 0.01 -0.67 -0.13
H 5.9377 2.9508 20.0408 0.12 -0.04 0.35
H 5.2740 4.5169 20.4814 0.57 0.36 -0.33
H 6.6393 5.9527 22.0036 -0.34 -0.03 -0.59
H 8.9482 6.8558 22.3011 -0.25 0.12 -0.10
H 10.4212 3.2167 20.6351 0.19 -0.11 0.27
H 8.0129 2.3706 20.4569 0.35 -0.13 0.12
H 11.7953 4.9191 19.5808 -0.70 -0.04 0.16
H 13.9417 5.9250 19.6355 0.05 -0.09 0.02
H 13.4730 7.2792 23.5919 0.29 0.32 -0.33
H 11.1042 6.5948 23.5483 -0.07 0.28 0.00
H 15.5435 7.1088 22.6267 0.41 -0.21 -0.27
H 15.1711 8.1867 21.2847 0.49 -0.17 -0.44
H 15.8147 6.4618 20.9373 0.09 0.56 0.12
C 10.7548 -5.9248 22.1593 0.24 -0.57 -1.12
C 10.7645 -4.6428 22.9557 -0.74 -1.36 0.07
N 11.2358 -4.8455 24.3708 1.27 0.23 1.56
C 11.8824 -3.8571 25.1333 -0.93 0.00 -0.11
C 11.9235 -4.2650 26.4341 -0.49 -0.30 -0.99
N 11.3440 -5.5203 26.4522 0.11 0.53 0.02
C 11.0018 -5.8949 25.2292 -0.65 1.88 -1.72
C 11.1038 -6.2889 27.6430 0.18 -1.62 0.18
H 9.9855 -6.6881 22.2755 -0.03 0.14 0.86
H 11.7384 -6.3942 22.1421 0.01 -0.12 0.19
H 10.5786 -5.6405 21.1219 0.07 0.21 -0.11
H 9.7350 -4.2936 23.0354 0.16 0.44 -0.01
H 11.3727 -3.9716 22.3493 0.25 0.52 1.10
H 12.0975 -2.8647 24.7656 0.19 -0.16 -0.34
H 12.1799 -3.7322 27.3379 0.14 -0.16 -0.19
H 10.4571 -6.7807 24.9376 0.21 -0.14 0.18
H 10.3851 -7.0677 27.3881 -0.07 0.02 0.18
H 10.7152 -5.7229 28.4896 0.24 0.22 -0.28
H 12.0291 -6.8127 27.8828 -0.08 0.10 0.45
C 15.2103 -3.7053 22.9481 -0.71 1.17 0.38
C 14.5409 -2.2894 23.0233 -0.85 1.05 0.84
O 15.1494 -1.2798 23.4937 1.66 -0.50 0.03
O 13.3168 -2.1116 22.7541 0.24 -1.65 -0.56
H 14.9486 -4.2077 23.8794 -0.54 -0.14 -0.03
H 16.2983 -3.7137 23.0127 -0.01 0.37 -0.65
H 14.7845 -4.2486 22.1044 0.30 -0.12 0.12
C 12.8119 0.0848 28.2539 0.99 -0.19 -0.30
C 12.8631 0.2054 26.7375 -0.61 -1.18 -1.34
O 13.4500 1.1323 26.1411 0.66 1.76 0.96
O 12.3943 -0.7421 26.0595 -0.68 -1.02 0.42
H 12.4630 0.9728 28.7809 0.02 -0.15 0.00
H 13.8705 -0.0741 28.4594 0.27 0.47 0.53
H 12.3876 -0.8562 28.6039 -0.59 0.34 -0.19
C 14.0049 2.7937 20.0570 -0.30 0.60 -0.64
C 13.2207 1.8667 20.9672 0.25 2.84 1.80
O 12.5141 2.3574 21.9044 -0.78 1.65 -0.56
O 13.4283 0.6916 20.9774 1.46 -5.08 -1.10
H 14.6229 2.4230 19.2393 -0.49 -0.94 0.03
H 14.7326 3.3509 20.6471 -0.49 0.42 0.45
H 13.2521 3.4310 19.5931 0.44 0.36 0.02
```
Forces are in eV/Å.

Values from the calculation:
total charge: +8
Kohn-Sham gap: 4.45 eV
electronic energy: -137372.8459 eV
M: 1677.04 g mol⁻¹